{
  "formula": "C7H14",
  "method": "wB97M-V/def2-TZVPD",
  "species": ["C", "C", "C", "C", "C", "C", "C", "H", "H", "H", "H", "H", "H", "H", "H", "H", "H", "H", "H", "H", "H"],
  "coordinates": [[-1.30455, 1.30367, 0.33488], [-1.29945, -0.24233, 0.49484], [-2.41190, -0.89925, -0.35625], [0.12158, -0.94387, 0.20769], [1.28251, 0.04807, 0.22302], [2.78387, -0.08401, 0.24251], [2.09366, 0.53018, -0.94829], [-0.28813, 1.68595, 0.26323], [-1.82369, 1.64073, -0.56913], [-1.73795, 1.83275, 1.19176], [-1.53797, -0.44990, 1.54756], [-3.40717, -0.85746, 0.10778], [-2.50488, -0.41542, -1.33792], [-2.18750, -1.95647, -0.53228], [0.30019, -1.72419, 0.96673], [0.05395, -1.47532, -0.75127], [1.01616, 0.88501, 0.85298], [3.29500, 0.59491, 0.92474], [3.29851, -1.03101, 0.11047], [2.11843, -0.04707, -1.87121], [2.13933, 1.60502, -1.10184]],
  "mulliken_charge": [-1.188, 0.721, -1.495, -0.992, 0.077, -0.635, -0.648, 0.250, 0.326, 0.268, 0.274, 0.352, 0.358, 0.369, 0.251, 0.481, 0.307, 0.231, 0.266, 0.254, 0.173],
  "largest_force_ev_per_a": 0.40,
  "smiles": "CC(C)CC1CC1",
  "gap_ha": 0.4122
}

{
  "formula": "C5H10OS",
  "method": "wB97M-V/def2-TZVPD",
  "species": ["C", "C", "C", "C", "C", "O", "S", "H", "H", "H", "H", "H", "H", "H", "H", "H", "H"],
  "coordinates": [[1.05687, 0.49524, 0.52006], [-0.05896, 1.12919, 0.20056], [-0.81859, 2.12070, -0.44099], [1.11941, -1.86884, -0.22636], [1.12416, -0.88972, 0.97199], [-1.73892, -0.37727, 0.42123], [-2.32621, -0.67627, -0.92206], [1.91548, 1.07151, 0.76930], [-1.70525, 2.71328, 0.08090], [-1.36397, 1.61347, -1.27912], [-0.19740, 2.96640, -0.80694], [0.11044, -2.07766, -0.64758], [1.90185, -1.31524, -0.85995], [1.73013, -2.81464, 0.03593], [0.50279, -1.21200, 1.80675], [2.14657, -1.16262, 1.36874], [-3.39842, 0.28447, -0.99245]],
  "mulliken_charge": [-0.367, 0.522, -0.910, -0.864, -0.512, -0.421, -0.078, 0.363, 0.245, 0.183, 0.318, 0.185, 0.250, 0.303, 0.360, 0.297, 0.127],
  "largest_force_ev_per_a": 3.90,
  "gap_ha": [0.2514, 0.2998]
}

{
  "formula": "C5H7NO",
  "method": "wB97M-V/def2-TZVPD",
  "species": ["C", "C", "C", "C", "N", "C", "O", "H", "H", "H", "H", "H", "H", "H"],
  "coordinates": [[-1.52650, 0.37270, -0.18187], [-0.13647, 0.31847, 0.34518], [0.56978, 1.14381, 1.11879], [1.91472, 0.51255, 1.29393], [2.07169, -0.61003, 0.69802], [0.80362, -0.84178, 0.04493], [0.54994, -1.80594, -0.62532], [-2.04364, 1.27798, 0.14619], [-2.09518, -0.50178, 0.15287], [-1.52178, 0.34313, -1.27704], [-1.04310, -1.41402, -3.34088], [0.26515, 2.08921, 1.55280], [2.71881, 0.95583, 1.87884], [-0.68766, -1.60673, -2.71525]],
  "mulliken_charge": [-1.038, 0.768, -0.560, -0.125, -0.547, 0.287, -0.434, 0.342, 0.269, 0.221, 0.204, 0.412, 0.411, -0.210],
  "largest_force_ev_per_a": 0.63,
  "smiles": "CC1=CC=NC1=O.[H][H]",
  "gap_ha": 0.3342
}

{
  "formula": "C39H98N11O17",
  "method": "wB97M-V/def2-TZVPD",
  "species": ["C", "C", "O", "N", "H", "H", "C", "H", "H", "H", "H", "H", "H", "C", "C", "O", "N", "H", "H", "C", "H", "H", "H", "H", "H", "H", "C", "C", "C", "C", "N", "C", "C", "C", "C", "C", "H", "H", "H", "H", "H", "H", "H", "H", "H", "H", "H", "H", "H", "H", "H", "H", "H", "H", "H", "H", "C", "C", "C", "C", "N", "C", "C", "C", "C", "C", "H", "H", "H", "H", "H", "H", "H", "H", "H", "H", "H", "H", "H", "H", "H", "H", "H", "H", "H", "H", "C", "N", "C", "C", "C", "C", "O", "H", "H", "H", "H", "H", "H", "H", "H", "H", "H", "H", "H", "H", "H", "C", "N", "C", "C", "C", "C", "O", "H", "H", "H", "H", "H", "H", "H", "H", "H", "H", "H", "H", "H", "H", "C", "N", "C", "C", "C", "C", "O", "H", "H", "H", "H", "H", "H", "H", "H", "H", "H", "H", "H", "H", "H", "N", "O", "O", "O", "N", "O", "O", "O", "N", "O", "O", "O", "N", "O", "O", "O"],
  "coordinates": [[-1.28854, 2.95369, -8.00774], [-0.60533, 3.65973, -6.82226], [0.47066, 4.05735, -6.81592], [-1.58861, 3.86135, -5.64848], [-2.28440, 4.52245, -6.01909], [-2.05434, 2.94030, -5.51870], [-0.87486, 4.31840, -4.32427], [-0.47568, 2.85581, -8.74276], [-2.02037, 3.56583, -8.44591], [-1.74846, 2.01813, -7.78635], [-1.52358, 4.83455, -3.62198], [-0.06361, 4.93508, -4.76436], [-0.43417, 3.38251, -3.94491], [-7.39308, 0.12750, -2.58005], [-6.56434, 1.32729, -2.72356], [-5.54192, 1.38130, -2.11486], [-6.97703, 2.44625, -3.33864], [-7.78694, 2.37363, -3.89370], [-4.89539, 0.09329, -1.51928], [-6.21346, 3.63083, -3.69289], [-8.36791, 0.13143, -3.02485], [-7.46709, 0.01131, -1.50999], [-6.77117, -0.72912, -2.90240], [-5.24658, 3.44940, -4.18382], [-6.00194, 4.19606, -2.75970], [-6.87777, 4.31657, -4.25621], [-2.77506, 0.03059, 3.56305], [-2.49041, 0.76410, 4.82424], [-1.34618, 0.06782, 5.56672], [-1.87946, -1.03729, 6.38551], [-0.85981, -1.99014, 6.92448], [-0.24058, -2.85943, 5.80878], [-0.51228, -4.27406, 6.15408], [-0.67443, -4.18339, 7.67292], [-1.42923, -2.88344, 7.97490], [0.37919, -1.26000, 7.51751], [-3.61234, 0.51580, 3.02058], [-3.11757, -0.93818, 3.86637], [-1.91517, -0.01361, 2.88793], [-3.38407, 0.77792, 5.44585], [-2.22999, 1.80984, 4.55349], [-0.90823, 0.81463, 6.21348], [-0.68332, -0.23475, 4.72226], [-2.53372, -1.65294, 5.77488], [-2.50922, -0.58101, 7.16478], [0.82675, -2.70562, 5.62749], [-0.64775, -2.42126, 4.87003], [0.28417, -4.96628, 5.85255], [-1.47794, -4.61852, 5.70795], [0.35962, -4.04934, 8.06146], [-1.03973, -5.08964, 8.14170], [-1.16588, -2.48777, 8.94037], [-2.44573, -3.01562, 7.76592], [0.00091, -0.53814, 8.19558], [0.89943, -0.66214, 6.68278], [1.03044, -1.92357, 8.07381], [1.36098, 4.26607, 6.11607], [1.78528, 2.81357, 5.93607], [3.31041, 2.63455, 5.65600], [3.86587, 3.47894, 4.57582], [5.16833, 2.93063, 4.05649], [4.96421, 1.52496, 3.48294], [5.99097, 1.48331, 2.28973], [5.90665, 2.92949, 1.70642], [5.73313, 3.81393, 2.96455], [6.23666, 2.82927, 5.13570], [1.34174, 4.76167, 5.11369], [2.03969, 4.86085, 6.74345], [0.40977, 4.27135, 6.58051], [1.22961, 2.36902, 5.09236], [1.57907, 2.32912, 6.90103], [3.39020, 1.60703, 5.33230], [3.80342, 2.87657, 6.59272], [4.10717, 4.51536, 4.89309], [3.21574, 3.64704, 3.71490], [5.10312, 0.69403, 4.14005], [3.93600, 1.55468, 3.08835], [6.97068, 1.14507, 2.57219], [5.61622, 0.78873, 1.56764], [6.78865, 3.19349, 1.10510], [5.10044, 3.13076, 1.02396], [6.65896, 4.19367, 3.32286], [5.03811, 4.60553, 2.74682], [7.22838, 2.56756, 4.77445], [5.86800, 2.24423, 5.93111], [6.37157, 3.82425, 5.55182], [-4.68475, -5.80083, -3.56465], [-4.34824, -4.77232, -4.60546], [-4.60618, -5.39549, -5.93038], [-5.16785, -3.50874, -4.42392], [-2.85092, -4.41255, -4.37749], [-2.22197, -3.68903, -5.61906], [-2.95659, -2.54105, -5.92541], [-5.76768, -5.85755, -3.53339], [-4.39824, -5.44757, -2.59825], [-4.21144, -6.77562, -3.83572], [-4.45676, -4.63257, -6.67323], [-5.64112, -5.62581, -5.89364], [-4.00100, -6.30562, -6.05787], [-4.79539, -2.75418, -5.09437], [-5.03342, -3.26058, -3.36461], [-6.22671, -3.68341, -4.58100], [-2.37148, -5.36103, -4.12580], [-2.93725, -3.73621, -3.55842], [-2.28556, -4.44421, -6.41137], [-1.17529, -3.50412, -5.51980], [-2.46775, -1.72118, -5.85504], [-0.31589, 2.20676, -1.53479], [-0.12215, 1.26602, -0.41071], [-0.67150, 2.01168, 0.85359], [-0.96786, 0.07373, -0.63426], [1.32627, 0.86381, -0.28880], [1.49477, -0.29527, 0.78654], [0.58548, -0.20875, 1.88232], [-1.36190, 2.40909, -1.71012], [0.20795, 1.72752, -2.38062], [0.27331, 3.06237, -1.24089], [-1.31815, 1.28366, 1.35549], [-1.24444, 2.83040, 0.40899], [0.15274, 2.34617, 1.49588], [-2.02293, 0.34932, -0.60487], [-0.91832, -0.62043, 0.22350], [-0.63339, -0.47617, -1.56536], [1.89733, 1.71237, -0.01032], [1.74410, 0.44799, -1.18814], [2.53942, -0.39234, 1.14359], [1.24788, -1.22265, 0.28368], [1.02356, -0.47228, 2.73314], [4.15012, -1.95923, -2.64315], [4.47433, -2.28950, -4.05792], [6.00260, -2.25471, -4.11915], [4.08820, -3.62324, -4.48881], [4.13084, -1.15875, -5.05956], [2.65306, -0.95350, -5.31455], [2.01053, -0.77484, -4.10096], [3.12454, -2.32547, -2.49225], [4.16316, -0.92284, -2.42615], [4.72490, -2.59933, -2.03673], [6.40073, -3.01707, -3.49615], [6.24553, -1.25398, -3.70979], [6.30655, -2.27822, -5.15917], [3.01992, -3.57210, -4.28408], [4.46787, -4.44799, -3.85705], [4.33880, -3.82950, -5.52985], [4.62303, -1.37049, -5.97114], [4.55569, -0.23160, -4.66232], [2.21309, -1.76951, -5.86921], [2.66506, -0.08338, -5.96316], [1.19573, -0.35964, -4.36778], [-1.03893, 0.39105, -5.04720], [-2.05724, 1.02281, -5.29260], [-0.93165, -0.83324, -5.24598], [-0.02774, 1.01069, -4.67469], [-3.93332, -1.27713, -0.67155], [-3.80852, -0.60714, 0.38155], [-4.61233, -0.89819, -1.62426], [-3.41704, -2.42380, -0.71603], [2.42571, 4.12651, 1.19094], [1.71525, 4.20918, 0.17396], [2.44696, 3.05467, 1.89730], [3.04457, 5.09299, 1.60968], [2.73867, -1.61151, 3.93572], [3.45863, -1.50689, 2.97475], [2.84044, -2.56619, 4.72392], [1.86610, -0.72251, 4.23754]],
  "mulliken_charge": [-1.183, 0.676, -0.353, -0.004, 0.430, 0.221, -0.558, 0.349, 0.434, 0.296, 0.333, 0.389, 0.079, -0.774, 0.756, -0.767, -0.262, 0.268, 0.595, -0.721, 0.403, 0.292, 0.004, 0.092, 0.289, 0.367, -0.766, -0.982, 0.987, -1.310, 0.517, 0.046, -0.592, -0.704, -0.605, -1.033, 0.431, 0.425, -0.022, 0.415, 0.329, 0.317, -0.648, 0.529, 0.371, -0.198, 0.251, 0.364, 0.313, 0.255, 0.474, 0.279, 0.517, 0.474, 0.059, 0.482, -1.640, 0.271, -0.375, -0.286, 0.684, -0.304, -0.954, -0.455, -0.580, -1.249, 0.298, 0.329, 0.498, -0.243, 0.396, 0.162, 0.346, 0.515, -0.212, 0.286, 0.082, 0.430, 0.453, 0.420, 0.088, 0.485, 0.365, 0.426, 0.371, 0.432, -0.880, -0.120, -0.984, -0.967, -0.384, -0.689, -0.456, 0.399, 0.360, 0.412, 0.406, 0.473, 0.324, 0.425, 0.417, 0.378, 0.441, 0.324, 0.417, 0.376, 0.445, -1.683, 1.089, -0.096, -1.363, -0.462, -0.503, 0.093, 0.634, 0.102, 0.822, 0.058, 0.332, -0.371, 0.598, 0.575, 0.000, 0.120, 0.181, 0.529, 0.311, -0.263, -1.003, 0.061, -0.977, -0.790, -0.800, -0.396, -0.062, 0.320, 0.378, 0.487, 0.426, 0.439, 0.418, 0.392, 0.340, 0.307, 0.416, 0.385, 0.409, 0.366, -0.058, 1.560, -1.020, -0.892, -0.958, 0.895, -0.527, -0.202, -0.649, 0.804, -0.657, -0.403, -0.669, 0.955, -0.650, -0.761, -0.377],
  "largest_force_ev_per_a": 8.62,
  "total_charge": 3,
  "gap_ha": 0.2959
}

Number 3 is which compound? C5H7NO